DFT (ωB97M-V/def2-TZVPD) results for C50H57Cl2F2KN4O3SSe as an isolated structure.

Values from the calculation:
ΔE to the lowest compared entry with this formula, charge and spin	93.8	kJ/mol
total charge	-2
molecular weight	1021.1	Da
frontier orbital gap	4.9	eV

```
121
Properties=species:S:1:pos:R:3:forces:R:3:lowdin_charge:R:1
K -1.661307 0.932080 -0.515340 -1.154 0.349 -0.294 0.70
C 6.710442 1.913341 -1.004636 -0.201 -0.054 0.169 -0.08
C 5.700849 1.554909 0.090122 0.136 0.039 0.059 -0.56
C 5.791687 2.633544 1.180910 0.092 -0.119 -0.108 -0.06
C 6.113886 0.200548 0.684665 -0.003 0.191 -0.068 -0.06
C 4.265211 1.498564 -0.411495 0.230 -0.042 0.045 -0.21
C 3.251765 1.156497 0.472940 0.149 0.021 -0.089 -0.10
C 1.936275 1.161484 0.079381 -0.261 -0.239 0.334 -0.38
Se 0.580895 0.708370 1.356214 0.851 -0.108 0.462 1.04
C 0.619075 -1.218338 1.314194 -0.014 0.478 -0.108 -0.37
C 1.657146 -1.851278 1.953139 -0.002 -0.177 0.049 -0.09
C 1.739657 -3.235903 1.999413 0.070 -0.073 0.061 -0.20
C 0.683766 -3.940249 1.427484 0.210 -0.053 0.072 0.00
C -0.370735 -3.339215 0.766936 -0.309 -0.094 -0.057 -0.09
C -0.407632 -1.910907 0.609067 0.329 -0.235 0.210 -0.40
O -1.263270 -1.273874 -0.088250 0.021 -1.454 -0.030 -0.28
C -1.475839 -4.191478 0.145643 -0.109 -0.120 -0.130 -0.52
C -2.840461 -3.642333 0.570674 0.150 0.021 0.019 -0.05
C -1.445260 -5.665899 0.568490 0.066 0.297 -0.074 -0.08
C -1.327048 -4.133599 -1.379304 0.005 0.077 0.107 -0.04
C 2.972266 -3.885936 2.609072 0.099 -0.062 0.045 -0.56
C 3.180832 -3.374568 4.040734 0.024 -0.092 -0.143 -0.06
C 4.192096 -3.522989 1.747157 -0.068 -0.083 0.129 -0.05
C 2.867821 -5.411477 2.668302 -0.009 0.268 -0.019 -0.08
C 1.502367 1.535013 -1.221893 0.246 0.066 0.118 -0.42
O 0.263834 1.593027 -1.495425 1.253 0.444 -1.027 -0.27
C 2.565223 1.845543 -2.134966 -0.066 0.048 -0.289 -0.10
C 3.877469 1.827889 -1.707912 0.154 -0.033 0.040 0.00
C 2.198333 2.225677 -3.562579 -0.035 0.086 -0.156 -0.53
C 1.372856 1.092385 -4.183555 -0.023 0.052 0.054 -0.04
C 1.350489 3.498874 -3.510823 0.010 -0.093 -0.016 -0.05
C 3.399805 2.497698 -4.478798 -0.207 -0.076 0.262 -0.08
H 7.715119 1.952304 -0.578957 0.060 -0.001 0.022 0.07
H 6.484264 2.887037 -1.433360 0.007 0.113 -0.112 0.08
H 6.704042 1.169879 -1.798650 0.003 -0.062 -0.146 0.08
H 6.808385 2.703573 1.572130 0.131 0.033 0.091 0.07
H 5.116053 2.409623 2.001752 -0.065 -0.016 0.118 0.07
H 5.505190 3.599316 0.768560 -0.019 0.119 -0.025 0.08
H 7.139913 0.240674 1.055273 0.123 -0.008 0.062 0.07
H 6.047536 -0.578263 -0.072083 -0.022 -0.109 -0.072 0.09
H 5.464828 -0.076044 1.510238 -0.082 -0.081 0.109 0.06
H 3.477034 0.886795 1.497481 0.015 0.000 0.076 0.09
H 2.421732 -1.238693 2.414179 0.038 0.052 0.023 0.09
H 0.689624 -5.018300 1.490092 0.016 -0.086 0.005 0.08
H -3.002698 -3.829468 1.630575 -0.064 -0.075 0.071 0.07
H -3.645152 -4.118694 0.008036 -0.135 -0.115 -0.093 0.09
H -2.853958 -2.570437 0.410733 -0.167 0.080 0.038 0.05
H -1.461947 -5.757263 1.651790 0.019 -0.070 0.183 0.08
H -0.570266 -6.180261 0.177317 0.152 -0.126 -0.004 0.07
H -2.332133 -6.162801 0.174206 -0.072 -0.053 -0.065 0.08
H -1.308545 -3.098828 -1.703381 -0.005 0.084 -0.148 0.07
H -2.152731 -4.648628 -1.874233 -0.105 -0.059 -0.073 0.08
H -0.391791 -4.605059 -1.680710 0.099 -0.059 -0.040 0.08
H 3.325638 -2.298658 4.060812 0.028 0.140 0.017 0.07
H 4.054328 -3.847114 4.491425 0.137 -0.042 0.087 0.07
H 2.306438 -3.604255 4.645935 -0.096 -0.028 0.103 0.08
H 4.303357 -2.444803 1.667175 0.029 0.125 -0.016 0.06
H 4.061015 -3.916528 0.740023 0.007 -0.013 -0.096 0.09
H 5.111350 -3.937185 2.167814 0.102 -0.049 0.052 0.07
H 2.007626 -5.710457 3.261522 -0.143 -0.127 0.076 0.08
H 3.765034 -5.829251 3.126609 0.089 -0.027 0.037 0.07
H 2.768234 -5.830248 1.670318 -0.040 -0.117 -0.126 0.08
H 4.642378 2.092086 -2.421105 0.116 0.026 -0.107 0.08
H 0.519059 0.884905 -3.545468 -0.087 -0.065 -0.020 0.07
H 1.972690 0.186264 -4.266760 0.078 -0.093 -0.047 0.08
H 1.015273 1.373060 -5.175639 -0.009 0.032 -0.155 0.07
H 0.487437 3.317290 -2.878073 -0.090 0.043 0.020 0.06
H 1.016166 3.779304 -4.509214 -0.042 0.061 -0.130 0.07
H 1.923556 4.324116 -3.087163 0.080 0.107 0.024 0.09
H 4.040934 1.621300 -4.563341 0.128 -0.083 -0.015 0.08
H 3.991159 3.338330 -4.117602 0.124 0.076 0.030 0.07
H 3.034679 2.750455 -5.475838 -0.038 0.002 -0.057 0.07
Cl -1.134629 1.170455 3.934647 -0.196 0.148 0.467 0.50
C -2.705633 1.976927 4.089070 0.011 0.083 -0.166 -0.98
Cl -3.141998 2.787397 2.576464 0.031 0.082 0.392 0.61
H -2.630413 2.724335 4.876263 -0.044 -0.169 -0.037 0.01
H -3.452496 1.215452 4.298058 0.031 0.085 -0.039 0.01
F -3.732759 1.202758 -5.508769 0.029 0.096 0.110 0.05
C -3.359402 2.075265 -4.540901 -0.015 0.190 0.063 -0.25
C -3.933512 1.999253 -3.291546 0.022 -0.238 -0.127 0.02
C -3.534763 2.881653 -2.296512 0.312 0.178 -0.555 -0.17
C -2.504385 3.802021 -2.547868 -0.146 0.024 -0.411 -0.05
C -2.054550 3.914898 -3.858956 -0.269 -0.062 -0.240 -0.21
F -1.196695 4.903753 -4.218045 -0.045 -0.141 0.112 0.04
C -2.456794 3.068284 -4.868656 0.092 -0.107 -0.028 0.06
C -1.747543 4.457406 -1.471817 0.275 0.538 0.069 -0.22
C -1.195308 5.734503 -1.586265 -0.055 0.067 0.029 -0.01
C -0.288116 6.154251 -0.630300 -0.040 -0.072 0.078 -0.08
C 0.023108 5.305108 0.417808 -0.043 0.027 -0.030 -0.05
C -0.619903 4.076134 0.470762 0.370 0.235 0.476 -0.14
N -1.472683 3.668472 -0.439166 -0.314 0.025 -0.205 0.11
H -4.685221 1.249811 -3.085761 -0.033 0.016 0.025 0.12
H -2.033136 3.166754 -5.854247 -0.011 -0.031 -0.139 0.12
H -1.450343 6.380822 -2.412396 -0.026 -0.062 -0.048 0.11
H 0.182809 7.125038 -0.715491 -0.004 0.057 0.013 0.10
H 0.737569 5.583044 1.176509 0.101 -0.009 0.073 0.10
H -0.427758 3.374677 1.272787 0.062 0.016 0.134 0.07
N -5.581854 -1.067333 1.322455 0.046 0.116 -0.222 0.18
C -5.105887 -1.882761 2.309097 0.432 0.118 0.266 -0.21
C -5.628168 -2.994986 2.940729 -0.152 -0.098 -0.016 -0.05
C -4.852409 -3.576583 3.929424 -0.136 -0.191 -0.067 -0.13
C -3.581672 -3.090397 4.230977 0.160 -0.052 0.206 -0.12
C -3.048309 -1.982792 3.597062 -0.047 0.018 -0.047 -0.03
C -3.832282 -1.347062 2.641147 -0.763 -0.513 0.100 -0.25
N -3.595101 -0.238531 1.885726 0.399 0.573 -0.487 0.18
C -4.630878 -0.089283 1.099498 0.072 -0.721 0.746 -0.25
C -4.860156 0.992556 0.175721 -0.868 1.025 -0.940 -0.43
C -6.115813 1.245649 -0.328410 -0.104 -0.204 0.173 -0.45
S -6.138282 2.710853 -1.290880 0.210 0.167 0.088 0.83
C -4.243341 2.865657 -0.965340 -0.916 0.911 -0.207 -0.53
N -3.868475 1.819222 -0.143594 -0.587 -0.638 0.919 -0.16
H -6.427385 -1.185035 0.792086 0.104 0.075 -0.011 0.15
H -6.592315 -3.400630 2.660614 -0.054 -0.024 0.061 0.10
H -5.227274 -4.443803 4.458223 0.001 -0.050 -0.010 0.09
H -2.990441 -3.615334 4.968810 0.065 -0.001 0.067 0.09
H -2.040944 -1.652874 3.795629 0.095 0.136 0.038 0.09
H -7.043636 0.738621 -0.149545 -0.125 -0.191 0.170 0.02
H -4.121983 3.853712 -0.485661 0.112 -0.114 -0.178 0.10
O -3.438498 -1.485465 -1.900793 -0.118 0.220 -0.238 -0.06
H -3.782849 -2.318850 -1.571816 0.007 -0.029 0.063 0.01
H -2.640837 -1.345493 -1.358809 0.138 -0.269 0.187 -0.02
```
Forces are in eV/Å.